# 1
{
  "formula": "C22H23N2O7Rh",
  "method": "ωB97M-V/def2-TZVPD",
  "elements": ["Rh", "C", "C", "C", "H", "C", "C", "H", "H", "H", "H", "C", "C", "C", "H", "C", "C", "H", "H", "H", "H", "O", "C", "C", "C", "C", "C", "H", "H", "H", "H", "H", "H", "H", "H", "H", "H", "O", "C", "O", "C", "C", "C", "C", "C", "C", "N", "O", "O", "N", "O", "O", "H", "H", "H"],
  "xyz": [[-1.22213, -0.04911, 0.27829], [2.44537, 0.44699, 1.64927], [2.88036, -0.44144, 0.62361], [2.64604, 0.19715, -0.63893], [3.30444, -1.43462, 0.77055], [2.08618, 1.48602, -0.38160], [1.94893, 1.63021, 1.03203], [1.53172, 2.48856, 1.55679], [2.47780, 0.23613, 2.71835], [2.87521, -0.21208, -1.62342], [1.81895, 2.20802, -1.15256], [-2.92594, 0.61628, 1.08216], [-1.83542, 1.47045, 1.44827], [-1.23758, 1.96079, 0.25332], [-1.58424, 1.74869, 2.46273], [-1.95062, 1.41972, -0.85657], [-3.00620, 0.59528, -0.34193], [-3.75634, 0.08594, -0.92790], [-3.60680, 0.13096, 1.76862], [-0.45883, 2.70504, 0.19756], [-1.81694, 1.70186, -1.89103], [0.43959, -1.41502, -0.44574], [-0.19489, -0.68573, -4.13581], [0.41509, -1.78449, -3.36648], [0.59235, 0.55005, -4.04408], [-1.66731, -0.64883, -4.05213], [0.56761, -2.14256, -1.58845], [1.45929, -1.88987, -3.69523], [-0.10098, -2.70790, -3.67006], [-0.22437, -2.91870, -1.51091], [1.59834, -2.61919, -1.64251], [0.80002, 1.02280, -4.98866], [1.54565, 0.31072, -3.58591], [0.09582, 1.28405, -3.41595], [-2.17539, -0.67174, -5.00287], [-2.00592, 0.23661, -3.52939], [-2.00231, -1.51472, -3.49470], [0.28455, -3.69378, 2.07707], [-0.32483, -2.61067, 2.13310], [-1.19953, -2.08585, 1.32468], [-0.03301, -1.80734, 3.40205], [-0.99326, -0.90036, 3.86334], [-0.80319, -0.15895, 5.04920], [0.33362, -0.36730, 5.83508], [1.31615, -1.26101, 5.37785], [1.13848, -1.98016, 4.16976], [2.51818, -1.44601, 6.15677], [2.61722, -0.86795, 7.26075], [3.41698, -2.18436, 5.69981], [-1.78015, 0.82791, 5.42619], [-2.73856, 1.06618, 4.64813], [-1.64310, 1.41850, 6.51524], [-1.90356, -0.76533, 3.28876], [0.44693, 0.16106, 6.77684], [1.92085, -2.66261, 3.84556]],
  "de_lowest_kcal_mol": 15.1,
  "homo_lumo_gap_ev": [4.377, 5.952],
  "spin_multiplicity": 5,
  "charge": -2
}

=====

# 2
{
  "formula": "C22H23N3O4",
  "method": "ωB97M-V/def2-TZVPD",
  "elements": ["C", "O", "C", "C", "C", "C", "C", "C", "C", "N", "C", "O", "C", "C", "N", "C", "O", "C", "N", "C", "C", "C", "C", "C", "C", "C", "C", "C", "O", "H", "H", "H", "H", "H", "H", "H", "H", "H", "H", "H", "H", "H", "H", "H", "H", "H", "H", "H", "H", "H", "H", "H"],
  "xyz": [[1.37284, 0.28014, 3.47539], [1.89047, 0.52500, 2.19270], [2.18286, -0.56155, 1.39901], [2.12541, -1.88063, 1.80443], [2.44684, -2.89893, 0.91693], [2.83075, -2.62015, -0.38218], [3.18690, -3.71098, -1.34669], [2.88688, -1.29181, -0.79281], [2.56532, -0.26685, 0.07675], [2.55765, 1.08439, -0.28406], [2.70111, 1.64591, -1.51148], [3.04478, 1.05764, -2.51366], [2.32258, 3.12339, -1.52261], [0.80753, 3.24755, -1.74992], [0.05676, 2.62722, -0.68439], [-0.76605, 3.30070, 0.13142], [-1.00816, 4.48661, 0.06206], [-1.39145, 2.39844, 1.21417], [-2.26573, 1.38301, 0.65918], [-3.60279, 1.62939, 0.54731], [-4.46918, 0.70837, 0.07871], [-3.99083, -0.57869, -0.30945], [-4.83217, -1.59718, -0.77731], [-4.31389, -2.81845, -1.13716], [-2.94294, -3.06399, -1.04445], [-2.09727, -2.07972, -0.59124], [-2.60951, -0.83243, -0.21781], [-1.69360, 0.19349, 0.24821], [-0.47314, 0.05676, 0.28979], [1.16510, 1.25981, 3.90587], [2.09665, -0.24160, 4.10975], [0.44687, -0.30221, 3.42612], [1.82520, -2.13854, 2.80783], [2.39062, -3.92339, 1.25567], [2.61642, -3.60529, -2.26777], [4.24401, -3.65452, -1.60433], [2.98717, -4.69062, -0.91938], [3.17051, -1.04864, -1.80347], [2.27311, 1.68071, 0.48166], [2.83962, 3.60888, -2.34979], [2.60040, 3.61010, -0.58722], [0.51466, 4.29993, -1.78032], [0.54916, 2.77318, -2.70231], [0.18296, 1.62999, -0.52416], [-1.95584, 3.02779, 1.90360], [-0.58255, 1.88867, 1.74692], [-3.92031, 2.61330, 0.85799], [-5.51943, 0.93510, 0.00130], [-5.89309, -1.40728, -0.84989], [-4.97115, -3.59676, -1.49641], [-2.55019, -4.02738, -1.33176], [-1.03186, -2.23788, -0.51076]],
  "de_lowest_kcal_mol": 22.4,
  "homo_lumo_gap_ev": 8.313,
  "spin_multiplicity": 1,
  "smiles": "COc1ccc(C)cc1NC(=O)CCNC(=O)Cn1ccc2ccccc2c1=O"
}

=====

# 3
{
  "formula": "C22H23N4O2PPt",
  "method": "ωB97M-V/def2-TZVPD",
  "elements": ["Pt", "N", "N", "C", "O", "O", "H", "H", "H", "C", "C", "C", "N", "H", "H", "H", "H", "H", "N", "P", "C", "C", "C", "C", "C", "C", "C", "C", "C", "C", "C", "C", "C", "C", "C", "C", "C", "C", "H", "H", "H", "H", "H", "H", "H", "H", "H", "H", "H", "H", "H", "H", "H"],
  "xyz": [[0.49281, -0.48124, 3.22421], [2.45029, -0.82808, 2.08070], [3.44785, -0.20593, 2.84698], [3.26156, -0.26067, 4.21462], [4.25675, -0.25183, 4.97316], [2.04124, -0.43955, 4.59111], [2.52699, -1.84704, 2.02882], [2.47798, -0.42386, 1.13909], [4.40239, -0.37364, 2.57221], [1.73130, 5.78241, -2.45249], [1.88396, 5.18130, -1.08090], [2.02055, 6.18734, -0.01946], [2.23629, 7.09978, 0.66729], [1.56782, 4.93146, -3.09899], [2.66496, 6.28878, -2.79843], [0.82375, 6.47201, -2.65697], [2.80497, 4.53920, -1.04706], [1.00763, 4.52208, -0.84186], [-0.96261, -0.17780, 2.00344], [-1.00463, -0.85069, 0.59730], [-2.76812, -1.17773, 0.25102], [-3.31987, -2.43602, -0.02279], [-4.66782, -2.60851, 0.02847], [-5.52078, -1.55633, 0.20088], [-5.01856, -0.28975, 0.47836], [-3.64684, -0.12462, 0.55483], [-0.11870, -2.42395, 0.31489], [0.06302, -3.32945, 1.40039], [0.59262, -4.59904, 1.19034], [1.08735, -4.88277, -0.16133], [0.77609, -4.04479, -1.19536], [0.16508, -2.79982, -0.95947], [-0.43864, 0.22321, -0.77225], [-1.12306, 0.57875, -1.94068], [-0.57531, 1.39629, -2.95099], [0.71973, 1.90296, -2.71156], [1.36700, 1.65349, -1.54192], [0.84840, 0.81176, -0.58749], [-2.68114, -3.35702, 0.04121], [-5.15001, -3.55327, -0.09832], [-6.54333, -1.74136, 0.23453], [-5.66575, 0.53984, 0.77313], [-3.17719, 0.79389, 0.86845], [-0.39711, -2.99240, 2.38661], [0.64194, -5.29716, 1.99417], [1.62623, -5.79992, -0.33233], [1.12815, -4.25381, -2.19109], [-0.02106, -2.11249, -1.76491], [-2.08480, 0.07508, -1.99867], [-1.05353, 1.42867, -3.94178], [1.20223, 2.46117, -3.49749], [2.33395, 2.04345, -1.33406], [1.28797, 0.60763, 0.34248]],
  "homo_lumo_gap_ev": [8.196, 7.452],
  "spin_multiplicity": 3
}